No. 1
This record from the OMol25 dataset describes a molecular structure, C4H38F12LiN2O27S4 at a distorted geometry. The level of theory is ωB97M-V/def2-TZVPD.

Values from the calculation:
net charge = -1
Kohn-Sham gap = 5.94 eV
energy relative to the best compared isomer or geometry (same formula, charge and spin) = 14.5 kcal per mole
calculated total energy = -5114.9650 hartree

Structure (XYZ):
```
88
C4H38F12LiN2O27S4 (ωB97M-V/def2-TZVPD)
S -13.2252 0.9882 -7.8291
S -14.7140 2.8726 -8.6214
S -14.2676 -1.6742 -13.3809
S -15.7380 0.0359 -12.1388
F -16.6172 2.3560 -13.2408
F -11.6412 -1.6151 -13.9901
F -18.0262 0.6859 -13.2628
F -11.7331 1.7771 -5.7576
F -16.0325 4.9295 -9.6014
F -10.8000 0.3246 -7.0497
F -10.8800 2.3554 -7.6883
F -14.9271 3.8595 -11.1341
F -17.6631 1.7881 -11.4445
F -12.9322 -0.8900 -15.5555
F -12.5632 0.3205 -13.7917
F -13.8327 5.1406 -9.7613
O -21.0567 0.5354 -12.1500
O -21.2342 2.7861 -10.3347
O -20.1362 -1.6570 -13.6397
O -19.4653 4.1598 -12.3000
O -13.9228 1.9157 -15.7233
O -13.0251 -2.7020 -9.5453
O -9.1768 0.0948 -13.9565
O -11.8549 1.2791 -17.1027
O -14.6385 0.7253 -11.4946
O -17.0747 1.8094 -15.9933
O -10.8483 0.6818 -11.3817
O -14.1191 0.7935 -6.7111
O -13.7419 -1.9528 -12.0826
O -15.7921 1.9653 -8.9874
O -17.4116 -1.9007 -14.8478
O -19.5590 3.0722 -14.8411
O -14.7829 3.4686 -7.2968
O -14.6414 -2.8403 -14.1545
O -12.7311 3.1425 -12.5637
O -10.7188 2.4004 -14.7102
O -16.3388 -1.0277 -11.3364
O -15.7449 -3.0598 -8.9060
O -12.9961 -0.1913 -8.6291
O -16.9850 -4.7882 -13.3443
O -14.5062 -3.9443 -16.6461
O -15.2066 -0.7469 -16.8434
O -19.3704 -0.0912 -10.0395
N -13.3221 2.3181 -8.9318
N -15.3502 -0.4144 -13.6206
C -17.0947 1.3316 -12.5224
C -11.5468 1.4350 -7.0176
C -14.8835 4.2965 -9.8714
C -12.7444 -0.9040 -14.2232
Li -15.4018 0.5201 -15.3512
H -14.7763 -2.9505 -8.9528
H -19.7869 3.6871 -15.5484
H -16.9146 -2.7097 -14.6729
H -14.6585 -0.6534 -17.6295
H -13.1724 3.8705 -13.0122
H -10.0190 0.4133 -10.9722
H -12.9214 -3.0709 -10.4254
H -10.9800 2.0025 -15.5515
H -11.7606 1.8263 -17.8921
H -9.3042 -0.8514 -14.0806
H -20.3822 0.4425 -11.4445
H -20.9292 -0.2512 -12.7081
H -8.6610 0.1698 -13.1460
H -17.2057 2.6878 -15.6088
H -20.7026 2.0980 -10.7484
H -14.6272 -3.8254 -15.6813
H -12.1190 2.7807 -13.2199
H -14.0259 2.7665 -15.2792
H -20.2586 3.7722 -11.9077
H -12.1233 0.4119 -17.4299
H -11.2203 -0.1301 -11.7434
H -19.9813 -0.7867 -9.7689
H -16.1113 -0.8142 -17.1795
H -17.4931 1.8541 -16.8588
H -19.3409 3.6910 -13.1451
H -18.5266 -0.5437 -10.1904
H -19.7784 -1.0290 -14.2778
H -20.4550 -2.3935 -14.1710
H -10.0836 1.7766 -14.3205
H -17.1757 -5.7284 -13.2702
H -16.0783 -2.3489 -9.4626
H -19.6502 2.1944 -15.2314
H -12.9633 1.7798 -15.7822
H -17.0317 -1.2486 -14.2389
H -12.6972 -1.7880 -9.6152
H -16.1346 -4.6744 -12.9006
H -14.2692 -4.8706 -16.7538
H -21.9646 2.3099 -9.9306
```

---

No. 2
This record from the OMol25 dataset describes 15 unconnected molecules or ions with the total composition C4H38NO16 at a distorted geometry. The level of theory is ωB97M-V/def2-TZVPD.

Values from the calculation:
net charge = -1
Kohn-Sham gap = 8.80 eV
energy relative to the best compared isomer or geometry (same formula, charge and spin) = 140.6 kcal per mole
calculated total energy = -1433.7383 hartree

Structure (XYZ):
```
59
C4H38NO16 (ωB97M-V/def2-TZVPD)
O -2.7105 2.6469 1.9032
O 2.2837 -3.8057 -1.2283
O 1.7200 -1.0054 -1.6984
O 2.7817 1.9134 0.5663
O 0.9987 4.6503 0.5448
O -4.5215 -0.8217 1.0688
O -0.8298 -3.3386 -2.2131
O -2.1098 -3.4709 0.1465
O -1.0678 0.3360 2.8178
O 4.1464 1.1832 -1.3193
O -0.2998 2.6503 1.5313
O -1.5078 -1.0174 0.7864
O 2.2899 -2.4802 1.7997
O 0.5305 0.7195 -3.7858
O 1.8192 0.0017 2.6312
O -0.2808 -2.7352 2.5197
N -1.6309 0.6572 -0.6867
C -1.4421 0.8484 -2.1361
C -0.8096 -0.4227 -0.2509
C 0.0430 1.1832 -2.4931
C -0.0721 2.8817 -2.5823
H -1.0438 3.3636 -2.9449
H -2.1474 2.3012 1.2029
H -2.0338 1.6773 -2.4964
H -2.2252 3.3166 2.3015
H 1.3105 -3.6122 -1.0333
H 0.1953 4.5822 0.0029
H 1.4599 0.1946 3.5194
H -0.4808 2.4241 0.6343
H -3.7194 -0.3277 1.1834
H 4.3792 0.7398 -0.5648
H -1.3365 -2.6478 -1.7676
H 2.0158 -1.7845 -1.2919
H 0.1284 -0.0964 0.1436
H 3.6255 2.4591 0.4648
H 0.9870 -1.4390 -2.1894
H -4.7813 -0.5375 0.2665
H 0.9541 3.8392 1.1638
H -0.0498 3.3391 -1.5429
H -1.3682 -0.2145 1.9990
H -0.7123 -1.8976 2.6540
H -0.7298 -1.2276 -1.0978
H 2.1396 2.6656 0.6850
H -1.8845 -2.4504 0.4539
H -2.4868 -3.8262 0.8813
H 1.4445 -2.4102 2.3228
H 0.7620 0.8137 -1.7030
H 2.5008 -1.5502 1.8144
H 3.2120 1.0889 -1.4066
H -0.2689 1.7308 1.9742
H 2.7567 -3.8481 -0.3110
H 1.5041 0.5538 -3.4473
H -2.6145 0.2675 -0.5160
H -1.8693 0.0327 -2.8224
H 1.9526 0.8968 2.2504
H -0.6661 -4.0045 -1.4488
H 0.7559 3.1929 -3.2389
H -2.0507 0.5065 3.2911
H -0.4526 -3.0649 1.6279
```

---

No. 3
This record from the OMol25 dataset describes 2 unconnected molecules or ions with the total composition C4H3BrO at a distorted geometry. The level of theory is ωB97M-V/def2-TZVPD.

Values from the calculation:
Kohn-Sham gap (alpha / beta) = 7.62 / 7.62 eV
energy relative to the best compared isomer or geometry (same formula, charge and spin) = 102.1 kcal per mole
calculated total energy = -2803.2558 hartree

Structure (XYZ):
```
9
C4H3BrO (ωB97M-V/def2-TZVPD)
Br 2.2304 1.1858 -3.7219
O -1.7461 1.1655 0.7876
C 0.3058 0.6204 -1.4887
C -0.3363 -0.8760 1.3727
C -1.0088 0.2716 0.7464
C 1.2500 0.7967 -2.2395
H 0.2108 -1.4945 0.6953
H -1.1168 -1.4441 1.7836
H 0.2110 -0.2255 2.0645
```

---

No. 4
This record from the OMol25 dataset describes 2 unconnected molecules or ions with the total composition C4H3BrOS at a distorted geometry. The level of theory is ωB97M-V/def2-TZVPD.

Values from the calculation:
Kohn-Sham gap (alpha / beta) = 7.20 / 7.20 eV
energy relative to the best compared isomer or geometry (same formula, charge and spin) = 72.5 kcal per mole
calculated total energy = -3201.5249 hartree

Structure (XYZ):
```
10
C4H3BrOS (ωB97M-V/def2-TZVPD)
Br -1.0265 -1.6966 2.2783
S -1.3818 1.7480 -0.0920
O 0.6304 3.0102 1.2127
C 0.4009 -0.9837 0.0147
C 0.4937 -0.9228 -1.3740
C -0.8000 -1.6634 0.4481
C -0.2061 2.4414 0.6437
H 0.8447 -0.2560 0.7355
H 1.2746 -0.3595 -1.8113
H -0.2299 -1.3175 -2.0557
```

---

No. 5
This record from the OMol25 dataset describes a molecular structure, C4H3Cl2LuN5NdO3 at a distorted geometry. The level of theory is ωB97M-V/def2-TZVPD.

Values from the calculation:
net charge = +4
Kohn-Sham gap (alpha / beta) = 4.01 / 4.54 eV
multiplicity = 4
calculated total energy = -3369.3724 hartree

Structure (XYZ):
```
19
C4H3Cl2LuN5NdO3 (ωB97M-V/def2-TZVPD)
Lu 0.3733 -0.2705 -0.8487
Nd 4.0496 0.4270 0.6197
Cl 1.5108 1.6004 0.5258
Cl 2.2243 -1.7256 -0.0451
O 6.1595 -0.4514 -2.0278
O 4.3627 3.6470 -0.8143
O -0.1547 -2.7967 -3.2092
N -3.3090 -0.4407 1.2255
N -2.2907 -1.0366 0.6358
N -4.2789 -1.1051 1.8944
N -1.5276 0.0187 0.1745
N -3.3086 0.9060 1.2257
C 4.3111 2.5556 -0.3980
C 5.4079 -0.0945 -1.1985
C -2.1909 1.1560 0.5455
C -0.0591 -1.8808 -2.5067
H -5.0930 -0.5636 2.1434
H -1.8159 2.1431 0.3267
H -4.3707 -2.0884 1.7314
```

---

No. 6
This record from the OMol25 dataset describes a single C4H3Cl2N molecule at a distorted geometry. The level of theory is ωB97M-V/def2-TZVPD.

Values from the calculation:
Kohn-Sham gap (alpha / beta) = 6.68 / 5.86 eV
energy relative to the best compared isomer or geometry (same formula, charge and spin) = 163.3 kcal per mole
calculated total energy = -1129.0985 hartree

Structure (XYZ):
```
10
C4H3Cl2N (ωB97M-V/def2-TZVPD)
Cl 0.4309 2.0797 0.4613
Cl 3.0082 0.0907 0.1237
N 0.2941 -1.6889 -0.4038
C -0.3681 -0.6361 -0.0435
C 1.6889 -0.0601 -0.8133
C -1.5156 -0.4820 0.6789
C 0.4068 0.6183 -0.5671
H -1.9140 -1.3110 1.2349
H -1.9457 0.4887 0.8311
H -0.0856 0.9008 -1.5023
```